#i
{
  "formula": "C5H15N4",
  "method": "ωB97M-V with the def2-TZVPD basis set",
  "species": ["C", "C", "N", "C", "C", "N", "C", "N", "N", "H", "H", "H", "H", "H", "H", "H", "H", "H", "H", "H", "H", "H", "H", "H"],
  "xyz": [[2.75, 0.15, 0.50], [1.35, 0.07, -0.23], [1.09, -1.22, -0.86], [0.30, 0.54, 0.76], [-1.18, 0.84, 0.25], [-1.23, 1.31, -1.11], [-2.12, -0.35, 0.26], [-3.46, -0.14, 0.40], [-1.67, -1.52, -0.01], [3.49, -0.23, -0.18], [2.74, -0.53, 1.42], [2.89, 1.11, 0.77], [1.47, 0.72, -1.03], [1.96, -1.44, -1.35], [1.09, -1.72, 0.04], [0.57, 1.58, 1.01], [0.18, -0.22, 1.57], [-1.60, 1.59, 1.03], [-0.88, 2.33, -1.34], [-1.13, 0.67, -1.88], [-3.74, 0.81, 0.48], [-4.14, -0.94, 0.53], [-0.77, -1.71, -0.51], [-2.51, -2.19, -0.16]],
  "e_lumo_ev": -3.1,
  "gap_ev": 9.9,
  "mol_weight_g_mol": 131.20,
  "total_charge": 1,
  "e_homo_ev": -13.0,
  "smiles": "C[C@@H](N)C[C@@H](N)C(N)=[NH2+]"
}

***

#ii
{
  "formula": "C5H15N4",
  "method": "ωB97M-V with the def2-TZVPD basis set",
  "species": ["C", "C", "C", "C", "C", "N", "N", "N", "N", "H", "H", "H", "H", "H", "H", "H", "H", "H", "H", "H", "H", "H", "H", "H"],
  "xyz": [[-1.43, 0.11, 2.59], [-1.29, 0.81, 1.42], [1.47, -1.88, -0.91], [0.39, -0.85, -0.68], [-0.11, 2.82, 0.26], [0.87, -3.20, -1.08], [0.15, 2.76, -1.17], [-0.62, -1.37, 0.13], [-1.25, 1.75, 0.61], [-1.32, -0.90, 2.48], [-1.41, 0.61, 3.52], [1.95, -1.86, 0.06], [2.19, -1.73, -1.72], [0.93, 0.02, -0.30], [-0.24, -0.44, -1.42], [-0.61, 3.73, 0.61], [0.85, 2.62, 0.68], [0.78, -3.52, -2.07], [1.39, -3.87, -0.61], [1.12, 2.95, -1.30], [-0.36, 3.36, -1.76], [-1.17, -2.13, -0.30], [-1.97, 1.81, -0.09], [-0.34, -1.59, 1.03]],
  "e_lumo_ev": -4.1,
  "gap_ev": 8.2,
  "mol_weight_g_mol": 131.20,
  "total_charge": 1,
  "e_homo_ev": -12.3
}

***

#i (0.1170 hartree below the next structure)

***

#i
{
  "formula": "C7H13NOS",
  "method": "ωB97M-V with the def2-TZVPD basis set",
  "species": ["C", "C", "C", "C", "C", "S", "C", "N", "C", "O", "H", "H", "H", "H", "H", "H", "H", "H", "H", "H", "H", "H", "H"],
  "xyz": [[1.78, 1.13, -0.70], [0.94, 0.01, -0.22], [1.53, -1.38, -0.49], [0.78, 0.16, 1.30], [-0.37, 0.15, -0.93], [-1.35, 1.66, -0.61], [-2.33, 0.90, 0.75], [-2.50, -0.49, 0.38], [-1.55, -1.10, -0.43], [-1.49, -2.28, -0.76], [2.75, 1.35, -0.34], [1.26, 2.09, -0.53], [1.91, 1.02, -1.79], [0.89, -2.18, -0.45], [2.22, -1.56, -1.41], [2.17, -1.52, 0.31], [0.21, -0.73, 1.45], [0.31, 1.15, 1.42], [1.59, 0.15, 1.95], [-0.32, 0.19, -1.96], [-3.24, 1.45, 0.57], [-1.95, 0.92, 1.71], [-3.25, -1.07, 0.77]],
  "e_lumo_ev": 0.7,
  "gap_ev": 9.6,
  "mol_weight_g_mol": 159.25,
  "total_charge": 0,
  "e_homo_ev": -8.9,
  "smiles": "CC(C)(C)[C@@H]1SCNC1=O"
}

***

#ii
{
  "formula": "C7H13NOS",
  "method": "ωB97M-V with the def2-TZVPD basis set",
  "species": ["C", "C", "C", "C", "C", "C", "C", "N", "O", "S", "H", "H", "H", "H", "H", "H", "H", "H", "H", "H", "H", "H", "H"],
  "xyz": [[-0.31, 2.06, 1.85], [-1.63, 0.93, 0.13], [-1.91, 0.22, -0.92], [-0.45, 1.73, 0.55], [-3.20, -0.48, -1.01], [2.74, 0.20, -1.00], [1.58, -1.41, 0.26], [1.43, -0.07, -0.54], [0.31, 2.24, -1.90], [0.89, 1.91, -0.58], [0.68, 2.47, 2.16], [-1.17, 1.82, 2.49], [-2.33, 0.88, 0.96], [-1.43, 0.29, -1.80], [-3.09, -1.35, -0.49], [-3.60, -0.66, -1.95], [-3.96, 0.05, -0.36], [3.32, 0.76, -0.14], [2.69, 0.96, -1.81], [3.37, -0.68, -1.28], [2.49, -1.35, 1.04], [0.64, -1.83, 0.70], [1.86, -2.05, -0.55]],
  "e_lumo_ev": [0.0, 0.0],
  "gap_ev": [8.0, 8.0],
  "mol_weight_g_mol": 159.25,
  "total_charge": 0,
  "e_homo_ev": [-8.0, -8.0]
}

***

#i (0.1591 hartree below the next structure)

***

#i
{
  "formula": "C5H8OS2",
  "method": "ωB97M-V with the def2-TZVPD basis set",
  "species": ["C", "C", "O", "C", "C", "S", "C", "S", "H", "H", "H", "H", "H", "H", "H", "H"],
  "xyz": [[-1.15, 2.31, -0.48], [0.03, 1.45, -0.33], [0.61, 1.29, 0.91], [0.08, 0.13, 0.30], [1.15, -0.91, 0.07], [2.69, -0.59, -0.28], [-1.11, -0.50, 0.96], [-2.09, -1.27, -0.42], [-0.86, 3.37, -0.47], [-1.69, 2.10, -1.42], [-1.86, 2.17, 0.37], [0.75, 1.56, -1.14], [0.77, -1.93, 0.00], [-0.84, -1.29, 1.69], [-1.68, 0.30, 1.51], [-3.01, -1.86, 0.31]],
  "e_lumo_ev": -0.5,
  "gap_ev": 8.4,
  "mol_weight_g_mol": 148.25,
  "total_charge": 0,
  "e_homo_ev": -8.8,
  "smiles": "C[C@H]1O[C@@]1(C=S)CS"
}

***

#ii
{
  "formula": "C5H8OS2",
  "method": "ωB97M-V with the def2-TZVPD basis set",
  "species": ["S", "C", "C", "O", "C", "C", "C", "S", "H", "H", "H", "H", "H", "H", "H", "H"],
  "xyz": [[-2.96, -0.10, -0.42], [-1.90, -1.17, 0.14], [-0.66, -0.91, 0.97], [-0.43, 0.40, 1.39], [0.01, 1.35, 0.40], [1.31, 0.94, -0.28], [1.15, -0.39, -1.03], [0.77, -1.72, 0.15], [-2.03, -2.23, -0.02], [-0.80, -1.50, 1.89], [0.18, 2.25, 0.97], [-0.78, 1.48, -0.33], [1.56, 1.72, -0.99], [2.10, 0.84, 0.46], [0.39, -0.30, -1.80], [2.09, -0.66, -1.50]],
  "e_lumo_ev": -0.3,
  "gap_ev": 8.4,
  "mol_weight_g_mol": 148.25,
  "total_charge": 0,
  "e_homo_ev": -8.7,
  "smiles": "S=C[C@@H]1OCCCS1"
}

***

#ii (0.0339 hartree below the next structure)

***

#i
{
  "formula": "C21H26NO",
  "method": "ωB97M-V with the def2-TZVPD basis set",
  "species": ["C", "O", "C", "C", "C", "C", "C", "N", "C", "C", "C", "C", "C", "C", "C", "C", "C", "C", "C", "C", "C", "C", "C", "H", "H", "H", "H", "H", "H", "H", "H", "H", "H", "H", "H", "H", "H", "H", "H", "H", "H", "H", "H", "H", "H", "H", "H", "H", "H"],
  "xyz": [[-1.87, 4.52, 3.92], [-0.95, 3.46, 4.25], [-0.18, 3.69, 5.38], [0.63, 2.49, 5.88], [1.65, 3.07, 6.83], [2.91, 2.24, 6.80], [2.91, 1.56, 5.44], [1.47, 1.54, 4.96], [1.20, 1.42, 3.53], [-0.09, 0.67, 3.23], [-1.22, 1.21, 2.73], [-2.48, 0.50, 2.55], [-3.70, 1.21, 2.47], [-4.91, 0.55, 2.28], [-4.93, -0.85, 2.15], [-3.74, -1.58, 2.26], [-2.53, -0.92, 2.47], [2.39, 0.67, 2.94], [3.43, 1.41, 2.36], [4.66, 0.79, 2.11], [4.80, -0.59, 2.30], [3.71, -1.35, 2.72], [2.51, -0.72, 3.07], [-2.41, 4.21, 3.02], [-2.61, 4.70, 4.74], [-1.34, 5.47, 3.72], [0.44, 4.60, 5.24], [-0.85, 3.87, 6.25], [-0.09, 1.80, 6.37], [1.90, 4.08, 6.48], [1.20, 3.17, 7.82], [3.82, 2.84, 6.93], [2.94, 1.47, 7.57], [3.49, 2.11, 4.69], [3.24, 0.51, 5.49], [1.19, 0.64, 5.34], [1.16, 2.44, 3.14], [-0.02, -0.42, 3.29], [-1.24, 2.27, 2.47], [-3.67, 2.30, 2.57], [-5.83, 1.12, 2.20], [-5.87, -1.37, 1.99], [-3.74, -2.66, 2.17], [-1.60, -1.49, 2.55], [3.30, 2.49, 2.22], [5.51, 1.41, 1.81], [5.77, -1.06, 2.10], [3.81, -2.42, 2.82], [1.69, -1.32, 3.48]],
  "e_lumo_ev": -2.6,
  "gap_ev": 8.5,
  "mol_weight_g_mol": 308.44,
  "total_charge": 1,
  "e_homo_ev": -11.1,
  "smiles": "COC[C@@H]1CCC[N@@H+]1[C@H](/C=C/c1ccccc1)c1ccccc1"
}

***

#ii
{
  "formula": "C21H26NO",
  "method": "ωB97M-V with the def2-TZVPD basis set",
  "species": ["C", "O", "C", "C", "C", "C", "C", "C", "C", "H", "H", "H", "H", "H", "H", "H", "H", "H", "C", "N", "C", "C", "C", "C", "C", "C", "C", "C", "C", "C", "C", "C", "H", "H", "H", "H", "H", "H", "H", "H", "H", "H", "H", "H", "H", "H", "H", "H", "H"],
  "xyz": [[0.27, -4.46, 0.32], [1.08, -3.27, 0.35], [0.80, -2.14, 0.93], [1.75, -1.09, 0.84], [1.45, 0.12, 1.51], [2.35, 1.18, 1.45], [3.54, 1.05, 0.72], [3.83, -0.16, 0.05], [2.96, -1.23, 0.11], [0.85, -5.14, -0.29], [0.13, -4.89, 1.32], [-0.71, -4.29, -0.15], [-0.13, -1.99, 1.48], [0.50, 0.16, 2.04], [2.12, 2.11, 1.97], [4.24, 1.90, 0.67], [4.77, -0.24, -0.51], [3.17, -2.17, -0.40], [-0.41, -1.19, 5.07], [-1.24, -0.13, 5.62], [-2.23, 0.38, 4.83], [-2.38, 0.00, 3.51], [-3.52, 0.46, 2.68], [-4.19, 1.75, 3.20], [-4.40, 1.72, 4.71], [-3.11, 1.42, 5.48], [-0.98, 0.33, 6.95], [-0.10, 1.40, 7.16], [0.18, 1.84, 8.45], [-0.42, 1.22, 9.55], [-1.30, 0.16, 9.35], [-1.58, -0.29, 8.06], [0.32, -1.49, 5.83], [-1.03, -2.05, 4.78], [0.13, -0.84, 4.17], [-1.75, -0.77, 3.06], [-3.17, 0.62, 1.66], [-4.29, -0.35, 2.61], [-3.55, 2.60, 2.96], [-5.15, 1.89, 2.68], [-4.79, 2.69, 5.04], [-5.14, 0.95, 4.96], [-3.39, 1.11, 6.51], [-2.56, 2.37, 5.61], [0.34, 1.89, 6.27], [0.88, 2.67, 8.59], [-0.19, 1.57, 10.57], [-1.77, -0.33, 10.20], [-2.29, -1.11, 7.88]],
  "e_lumo_ev": -5.5,
  "gap_ev": 4.2,
  "mol_weight_g_mol": 308.44,
  "total_charge": 1,
  "e_homo_ev": -9.6
}

***

#i (0.0176 hartree below the next structure)